C3H4ClN2O2PS | ωB97M-V/def2-TZVPD

Results
Kohn-Sham gap (Eh): 0.333
Lowest unoccupied orbital energy (Ha): 0.0030
Spin multiplicity: 1
Strongest force on any atom (eV Å⁻¹): 4.73
E_HOMO (eV): -8.99
SMILES: O=c1[nH]cc[nH]1.O=P(=S)Cl

```
14
Properties=species:S:1:pos:R:3:forces:R:3:nbo_charge:R:1
C -2.089 0.230 -0.672 -0.1 -1.7 -0.5 -0.097
C -2.218 -0.906 0.055 -3.4 -1.5 0.2 -0.078
C -0.268 -0.101 0.511 4.3 1.9 -0.5 0.749
N -0.796 0.718 -0.477 -0.7 -0.8 1.0 -0.563
N -1.114 -1.083 0.816 1.5 0.0 1.5 -0.565
O 2.271 0.903 -1.441 -0.3 -0.1 0.7 -1.048
O 0.892 -0.013 1.023 -0.5 0.3 -0.5 -0.722
P 2.889 0.711 -0.116 -0.5 1.0 -0.8 1.618
S 3.714 2.022 0.986 -0.4 -0.4 0.1 -0.449
Cl 3.691 -1.089 -0.027 0.1 -0.7 0.3 -0.228
H -2.727 0.413 -1.505 -0.1 0.8 -0.3 0.232
H -3.035 -1.699 0.144 1.1 1.7 -0.5 0.235
H -0.846 -1.619 1.672 -0.9 0.3 -1.4 0.453
H -0.363 1.513 -0.968 0.0 -0.9 0.8 0.463
```
Positions in Å, forces in eV/Å.

C33H24N7O7ReS2 | ωB97M-V/def2-TZVPD

Results
Kohn-Sham gap (alpha / beta) (Eh): 0.219 / 0.227
Lowest unoccupied orbital energy (alpha / beta) (Ha): -0.1799 / -0.1677
Net charge: +1
Spin multiplicity: 2
Energy relative to the best compared isomer or geometry (same formula, charge and spin) (kcal per mole): 21.72
Strongest force on any atom (eV Å⁻¹): 1.68
E_HOMO (alpha / beta) (eV): -10.86 / -10.73
<S²>: 0.931

```
74
Properties=species:S:1:pos:R:3:forces:R:3:lowdin_spin:R:1
Re -0.279 -0.511 -0.730 1.6 0.5 -0.2 0.836
C 4.408 0.057 1.758 0.0 -0.2 -0.1 0.000
C 3.308 -0.580 0.948 0.0 0.2 0.0 -0.001
N 2.069 -0.423 1.232 0.2 -0.4 0.0 0.013
N 1.746 0.239 2.379 -0.2 0.3 0.0 -0.022
C 0.681 0.942 2.293 -0.2 -0.1 0.1 0.007
S -0.216 1.300 0.793 0.1 -0.5 -0.4 -0.076
S 0.069 1.773 3.733 0.0 0.1 -0.1 0.004
C 1.491 2.889 4.059 0.0 -0.1 0.0 0.001
C 1.523 4.063 3.124 -0.1 -0.1 -0.1 0.000
C 0.854 5.243 3.432 0.0 0.0 0.0 0.000
C 0.807 6.286 2.517 0.0 0.0 0.0 0.000
C 1.426 6.158 1.280 0.0 0.0 0.0 0.000
C 2.114 4.991 0.974 0.0 0.0 0.0 0.000
C 2.159 3.950 1.891 0.1 0.0 -0.1 -0.001
C 3.603 -1.362 -0.279 0.1 0.1 0.1 0.014
C 4.836 -2.004 -0.443 -0.1 0.0 0.1 -0.002
C 5.179 -2.615 -1.632 0.0 0.0 -0.1 0.015
C 4.296 -2.567 -2.711 0.2 -0.1 0.0 -0.004
C 3.064 -1.963 -2.574 -0.2 -0.1 -0.2 0.013
C 2.697 -1.402 -1.359 0.2 0.2 0.7 0.001
O 1.502 -0.811 -1.236 -0.7 0.1 -0.6 0.114
H 4.167 1.101 1.949 0.0 0.0 0.0 0.000
H 5.370 0.008 1.255 0.0 0.0 0.0 0.000
H 4.486 -0.434 2.731 0.0 0.0 0.0 0.000
H 2.386 2.276 3.980 0.0 0.0 0.1 0.000
H 1.351 3.187 5.098 0.1 0.1 0.0 0.000
H 0.364 5.345 4.394 0.0 0.0 -0.1 0.000
H 0.285 7.201 2.770 0.0 0.0 0.0 0.000
H 1.376 6.966 0.561 0.0 0.0 0.0 0.000
H 2.622 4.896 0.021 0.0 0.0 0.0 0.000
H 2.701 3.040 1.649 0.0 0.1 0.0 0.000
H 5.523 -2.043 0.395 0.0 0.1 -0.1 0.000
H 6.133 -3.117 -1.730 0.0 0.0 0.0 0.001
H 4.579 -2.999 -3.662 0.0 0.0 0.1 -0.001
H 2.356 -1.926 -3.394 0.1 0.0 0.0 0.001
O -2.407 -0.197 -6.212 0.0 0.0 0.1 0.000
C -2.266 0.999 -5.665 0.1 0.0 0.0 0.000
O -2.738 2.002 -6.127 0.1 -0.1 -0.1 0.001
C -1.472 1.090 -4.395 -0.2 0.0 0.0 0.004
C -1.103 2.300 -3.835 0.0 0.1 -0.1 0.022
N -0.519 2.044 -2.657 0.1 0.1 0.0 0.000
N -0.479 0.726 -2.421 -0.2 0.2 0.3 -0.001
C -1.058 0.134 -3.461 0.2 -0.1 0.0 0.019
C -1.173 -1.360 -3.379 -0.1 0.0 0.2 0.002
O -1.533 -1.988 -4.352 0.0 -0.1 -0.1 0.003
O -0.872 -1.867 -2.214 -0.2 0.2 0.1 0.006
H -2.030 -0.914 -5.647 0.0 0.0 0.0 0.000
H -1.225 3.298 -4.228 0.0 -0.1 0.1 0.001
H -0.098 2.687 -2.000 0.0 0.0 0.0 0.000
O -6.835 -2.606 1.158 0.0 0.0 0.0 0.000
N -5.960 -3.324 1.595 0.0 0.2 -0.1 0.000
O -6.145 -4.316 2.254 0.0 -0.1 0.1 0.000
C -4.545 -2.945 1.314 -0.3 0.2 -0.2 0.001
C -3.615 -3.689 1.927 0.2 -0.2 0.2 -0.001
C -2.220 -3.423 1.756 -0.1 -0.2 0.2 0.000
C -1.211 -4.196 2.357 -0.1 -0.1 0.1 -0.006
C 0.093 -3.885 2.100 0.2 0.0 0.0 0.002
C 0.397 -2.811 1.257 -0.1 0.0 -0.1 -0.002
N -0.541 -2.045 0.712 0.0 -0.3 0.1 0.014
C -1.843 -2.362 0.953 0.2 0.2 -0.1 -0.001
C -2.841 -1.552 0.322 0.2 0.2 -0.1 0.004
N -2.367 -0.505 -0.410 -0.6 -0.3 -0.1 0.010
C -3.230 0.291 -1.028 0.1 0.0 0.1 0.007
C -4.594 0.039 -1.012 -0.1 0.1 0.0 0.000
C -5.087 -1.018 -0.289 0.0 0.0 0.1 0.003
C -4.203 -1.830 0.454 -0.2 0.0 0.0 -0.001
H -3.934 -4.510 2.555 0.0 0.0 0.0 0.000
H -1.475 -5.025 3.001 0.0 0.0 0.0 0.000
H 0.904 -4.456 2.530 0.0 0.0 0.0 0.000
H 1.416 -2.554 1.021 0.0 0.0 0.0 -0.001
H -2.827 1.155 -1.538 0.0 -0.1 -0.1 0.000
H -5.256 0.677 -1.580 0.0 0.0 0.1 0.000
H -6.144 -1.217 -0.282 0.0 0.0 0.0 0.000
```
Positions in Å, forces in eV/Å.

C30H78ClN6O11 | ωB97M-V/def2-TZVPD

Results
Kohn-Sham gap (Eh): 0.314
Lowest unoccupied orbital energy (Ha): 0.0879
Net charge: -1
Spin multiplicity: 1
Energy relative to the best compared isomer or geometry (same formula, charge and spin) (kcal per mole): 0.00
Strongest force on any atom (eV Å⁻¹): 1.84
E_HOMO (eV): -6.16

```
126
Properties=species:S:1:pos:R:3:forces:R:3:mulliken_charge:R:1
Cl -0.495 0.067 -0.583 -1.4 0.2 -1.2 1.553
O -0.548 1.517 -0.621 0.9 0.0 0.6 -0.854
O 0.699 -0.460 -1.188 0.4 0.3 0.4 -0.693
O -0.641 -0.420 0.770 0.3 0.1 0.0 -0.464
O -1.624 -0.360 -1.391 -0.1 -0.5 0.4 -0.638
C -3.977 1.877 -1.886 -0.1 -1.2 -0.2 -0.244
O -3.049 2.936 -1.788 0.0 -0.2 0.3 -0.602
H -4.630 1.998 -2.751 -0.2 0.5 0.2 0.422
H -3.494 0.907 -2.064 0.3 0.2 0.0 -0.106
H -4.542 1.711 -0.962 -0.3 0.4 -0.1 0.160
H -2.390 2.600 -1.162 0.3 0.3 -0.2 0.298
C -3.253 2.167 1.809 -0.2 0.2 0.3 -0.867
C -3.522 0.892 2.607 0.5 0.6 -0.1 0.655
C -3.938 -0.237 1.689 -0.6 -0.5 0.0 0.242
O -5.224 0.076 1.157 0.4 0.2 0.3 -0.361
C -5.871 -1.047 0.645 -0.6 0.0 -0.2 -0.709
N -2.331 0.455 3.375 0.4 -0.6 -1.1 -0.688
H -2.868 2.928 2.495 -0.1 0.1 -0.1 0.364
H -4.166 2.563 1.361 0.0 -0.1 -0.1 0.472
H -2.510 2.014 1.024 0.0 -0.1 0.1 -0.189
H -4.349 1.075 3.297 0.0 0.0 0.0 0.205
H -4.002 -1.175 2.259 -0.1 0.0 0.2 -0.027
H -3.229 -0.449 0.876 0.1 0.4 0.0 0.053
H -6.011 -1.817 1.415 0.2 -0.1 -0.1 0.308
H -5.363 -1.453 -0.237 0.1 -0.2 0.1 0.221
H -6.872 -0.730 0.340 0.1 0.0 -0.1 0.276
H -1.842 -0.103 2.663 0.1 -0.3 0.5 -0.086
H -1.641 1.201 3.450 -0.6 0.3 0.3 0.155
C -0.715 -3.928 -1.002 -1.7 0.0 -0.5 -1.126
C -0.443 -3.878 -2.520 0.8 -0.1 0.3 0.585
C -0.921 -5.152 -3.206 0.6 0.5 -0.4 -1.001
O -0.496 -5.142 -4.570 -0.2 0.0 0.3 -0.220
C -0.247 -6.415 -5.077 0.6 -0.4 0.0 -0.808
N -1.074 -2.719 -3.178 -0.4 -0.6 1.3 -0.444
H -0.849 -4.951 -0.637 0.6 0.0 0.2 0.421
H -1.729 -3.509 -0.888 0.1 0.0 0.2 0.219
H -0.080 -3.297 -0.387 0.3 -0.2 -0.1 0.221
H 0.649 -3.877 -2.619 -0.1 0.3 -0.5 0.305
H -2.018 -5.186 -3.170 0.0 -0.4 0.1 0.283
H -0.427 -6.002 -2.720 -0.4 -0.1 0.2 0.420
H 0.171 -6.294 -6.077 -0.3 0.0 -0.1 0.256
H -1.121 -7.081 -5.102 -0.1 0.2 -0.1 0.296
H 0.530 -6.956 -4.504 -0.2 0.2 0.1 0.317
H -2.029 -2.850 -2.817 -0.2 0.3 -0.7 0.290
H -0.843 -1.906 -2.606 0.4 0.1 -0.4 -0.040
C 7.427 1.752 -4.383 -0.1 -0.6 -0.3 -1.306
C 6.212 2.516 -3.853 0.6 1.1 0.2 0.685
C 5.230 1.664 -3.067 0.4 -0.9 -0.5 -0.920
O 3.920 2.070 -3.363 -0.2 0.6 0.5 -0.400
C 3.047 2.121 -2.229 0.3 -0.3 -0.5 -0.839
N 6.648 3.663 -3.002 -0.4 -0.1 0.0 -0.818
H 7.307 1.570 -5.455 0.1 0.1 0.0 0.276
H 7.513 0.746 -3.961 0.0 0.2 0.3 0.331
H 8.383 2.246 -4.217 -0.1 0.2 0.0 0.379
H 5.659 2.944 -4.693 -0.1 -0.4 -0.2 0.294
H 5.464 1.670 -1.997 -0.1 0.4 0.0 0.450
H 5.385 0.619 -3.378 -0.3 0.0 0.0 0.297
H 3.522 2.652 -1.398 0.0 0.0 0.0 0.460
H 2.793 1.101 -1.933 -0.2 0.1 0.2 0.358
H 2.161 2.657 -2.555 -0.1 -0.1 0.1 0.261
H 5.793 4.135 -2.712 0.1 -0.1 0.2 0.248
H 7.121 4.362 -3.568 0.1 -0.2 -0.1 0.236
C -1.359 1.634 -4.539 -0.3 -0.4 -0.2 -1.393
C -1.326 0.180 -5.049 0.7 0.3 1.1 1.346
C -1.893 0.116 -6.429 -0.1 -0.6 -0.9 -1.091
O -1.782 -1.201 -6.952 -0.2 0.0 0.3 -0.229
C -2.657 -1.433 -8.015 0.2 0.0 0.0 -0.787
N 0.020 -0.427 -5.008 0.5 1.1 0.0 -0.574
H -0.574 2.218 -5.027 -0.1 0.1 0.0 0.397
H -1.230 1.684 -3.457 0.2 -0.1 0.0 0.162
H -2.347 2.067 -4.736 0.1 0.2 -0.1 0.365
H -1.919 -0.402 -4.337 -0.2 -0.2 -0.4 -0.125
H -1.357 0.779 -7.131 0.0 0.2 0.3 0.348
H -2.951 0.416 -6.432 0.1 0.1 0.1 0.369
H -2.511 -2.467 -8.324 0.0 0.0 -0.1 0.243
H -2.433 -0.755 -8.853 -0.2 -0.1 -0.1 0.281
H -3.708 -1.314 -7.716 0.0 0.1 0.0 0.317
H 0.636 0.155 -5.589 -0.3 -0.2 -0.3 0.315
H 0.407 -0.195 -4.090 -0.3 -0.5 0.1 0.153
C -2.305 -4.270 5.606 0.3 1.2 0.0 -1.510
C -2.404 -4.142 4.085 0.2 -0.6 0.1 0.771
C -1.059 -3.793 3.408 0.0 -1.2 -1.1 0.145
O 0.037 -3.583 4.255 -0.1 0.4 0.1 -0.497
C 0.151 -2.262 4.771 0.8 -0.6 0.1 -0.221
N -2.868 -5.416 3.483 -0.4 0.1 0.1 -0.723
H -2.136 -3.298 6.084 -0.1 0.0 -0.2 0.275
H -1.427 -4.845 5.898 -0.3 -0.5 0.0 0.302
H -3.262 -4.616 5.994 0.2 -0.4 0.1 0.466
H -3.153 -3.398 3.827 -0.1 0.2 0.0 -0.056
H -1.156 -3.087 2.568 0.0 0.7 0.7 -0.199
H -0.794 -4.676 2.807 0.1 -0.1 0.5 0.321
H -0.386 -2.150 5.714 -0.4 0.2 -0.2 0.226
H -0.119 -1.547 4.000 -0.2 0.3 0.2 -0.038
H 1.205 -2.134 5.034 0.0 0.1 -0.2 0.240
H -3.750 -5.677 3.919 0.0 0.1 -0.2 0.275
H -2.246 -6.179 3.734 0.2 0.2 0.0 0.251
C 3.152 5.196 4.633 0.5 -0.2 -0.3 -2.131
C 2.293 3.932 4.595 -0.4 -0.1 -0.1 2.144
C 0.903 4.323 4.116 -1.2 0.8 -0.3 -1.706
C 0.041 3.162 3.631 0.9 -0.1 0.7 -0.386
C 0.797 2.299 2.619 -0.6 0.0 0.8 0.342
C 2.168 1.836 3.120 0.6 0.4 -0.8 2.376
N 2.894 3.050 3.582 0.0 -0.1 0.1 0.015
O 4.174 2.625 4.088 -0.1 0.2 -0.1 -0.500
C 2.127 0.681 4.107 0.3 -0.2 0.5 -1.970
C 2.951 1.390 1.886 0.2 -1.0 -0.4 -2.522
C 2.202 3.296 5.995 0.1 0.5 0.3 -1.844
H 4.076 5.005 5.183 -0.1 0.2 0.2 0.415
H 2.620 6.062 5.026 0.0 -0.1 0.3 0.442
H 3.451 5.445 3.611 -0.1 0.0 0.0 0.474
H 0.385 4.838 4.937 0.2 -0.2 0.2 0.484
H 0.895 5.110 3.349 0.6 -0.3 -0.2 0.403
H -0.915 3.492 3.231 0.1 0.1 0.0 -0.046
H -0.174 2.561 4.527 -0.2 -0.2 -0.2 0.352
H 0.940 2.832 1.680 -0.2 -0.1 -0.1 0.501
H 0.145 1.434 2.484 0.4 -0.2 -0.7 -0.848
H 1.979 -0.270 3.595 -0.4 0.1 -0.1 0.480
H 3.095 0.547 4.599 0.0 0.3 0.0 0.380
H 1.386 0.821 4.895 -0.1 -0.1 -0.1 0.357
H 3.065 2.183 1.148 -0.1 0.1 0.1 0.649
H 3.944 1.000 2.131 0.0 0.2 0.2 0.452
H 2.460 0.540 1.397 -0.2 0.2 0.0 0.272
H 2.329 4.088 6.742 0.2 -0.1 0.0 0.511
H 2.998 2.565 6.112 0.0 0.0 0.2 0.292
H 1.235 2.860 6.248 0.0 -0.3 -0.4 0.318
H 4.785 3.042 3.473 0.1 0.0 0.0 0.352
```
Positions in Å, forces in eV/Å.

C3H16N2O2 | ωB97M-V/def2-TZVPD

Results
Kohn-Sham gap (Eh): 0.433
Lowest unoccupied orbital energy (Ha): -0.2395
Net charge: +2
Spin multiplicity: 1
Energy relative to the best compared isomer or geometry (same formula, charge and spin) (kcal per mole): 26.97
Strongest force on any atom (eV Å⁻¹): 2.05
E_HOMO (eV): -18.29

```
23
Properties=species:S:1:pos:R:3:forces:R:3:nbo_charge:R:1
C 0.642 -1.071 -0.634 0.9 -0.8 0.6 -0.232
C -0.305 -0.977 0.574 1.0 1.5 0.2 -0.451
C -1.028 0.395 0.608 -1.1 -0.6 -1.3 -0.243
N -0.245 1.499 1.251 0.9 -1.5 1.1 -0.685
N -0.011 -1.713 -1.809 -1.4 0.5 0.1 -0.665
H 1.535 -1.668 -0.437 -0.2 -0.2 0.3 0.254
H 1.054 -0.090 -0.871 -0.3 0.0 -0.6 0.224
H 0.332 -0.976 1.466 0.0 -0.4 0.0 0.254
H -0.961 -1.832 0.695 -0.3 0.0 -0.1 0.267
H -1.248 0.765 -0.400 0.2 -0.1 0.0 0.221
H -2.029 0.309 1.030 0.3 0.2 0.6 0.267
H 0.378 1.975 0.604 -0.5 0.8 -0.2 0.449
H -0.829 2.083 1.843 -0.1 0.8 -0.3 0.477
H 0.430 1.127 1.940 -0.3 -0.1 0.4 0.469
H 0.564 -1.886 -2.638 0.1 0.1 0.1 0.479
H -0.766 -1.103 -2.124 0.2 0.3 -0.6 0.453
H -0.530 -2.554 -1.546 0.6 -0.4 0.1 0.445
H -0.828 0.182 -4.518 -0.5 0.1 -0.5 0.505
H 0.644 0.375 -4.321 1.1 0.6 -0.6 0.500
O -0.110 -0.026 -3.927 -0.6 -0.6 1.0 -0.999
H 1.846 1.774 4.238 0.9 0.1 -0.1 0.495
H 0.544 1.710 4.931 -0.4 0.0 0.0 0.505
O 0.919 1.700 4.043 -0.5 -0.2 -0.2 -0.991
```
Positions in Å, forces in eV/Å.

Calculated total energy (eV)
-42899.092 -83167.741 -76351.045 -10429.912